9
Properties=species:S:1:pos:R:3 method="wB97M-V/def2-TZVPD" total_charge=0 total_energy_ev=-19372.27879 homo_energy_ev=-9.197
N 0.59534 -0.65939 -0.18440
O -1.50008 1.28712 -0.11937
Si 1.48429 0.61901 0.06611
Si -1.36413 -0.18762 0.10110
H 0.58057 -1.37931 -0.89638
H 1.70467 0.76404 1.46698
H 1.83477 1.66180 -1.03748
H -1.98820 -1.13093 -0.91939
H -1.34722 -0.97471 1.52284

=====

9
Properties=species:S:1:pos:R:3 method="wB97M-V/def2-TZVPD" total_charge=0 total_energy_ev=-19375.45296 homo_energy_ev=-9.644
N 0.01524 -1.08247 0.03013
O -0.00481 1.23521 0.04283
Si 1.21472 0.17012 -0.00239
Si -1.29594 0.19117 -0.01877
H 0.05408 -2.09461 0.06642
H 2.00126 0.29729 1.09340
H 1.80184 0.36720 -1.22394
H -1.96347 0.82993 -1.27981
H -1.82292 0.08616 1.29215

=====

7
Properties=species:S:1:pos:R:3 method="wB97M-V/def2-TZVPD" total_charge=+1 total_energy_ev=-4167.97343 homo_energy_ev=-18.324
O 0.00706 0.86463 0.86833
H 0.56150 0.98955 1.65501
H 0.21221 1.71761 0.46010
O 0.00224 -0.88617 -0.90381
H -0.84168 -0.50986 -1.21547
H -0.30650 -1.59717 -0.29788
H 0.39324 -0.09326 -0.38905

=====

8
Properties=species:S:1:pos:R:3 method="wB97M-V/def2-TZVPD" total_charge=-1 total_energy_ev=-15012.86783 homo_energy_ev=-3.173
S -0.37207 0.09684 0.13276
H -0.53141 -0.92877 0.99356
H -0.99873 -0.24643 -2.04786
H -1.32760 0.05382 -3.51684
O -1.15738 -0.67043 -2.92459
H 1.97039 0.98210 2.05842
H 0.83882 0.11132 2.48152
O 1.57797 0.60156 2.82303

=====

8
Properties=species:S:1:pos:R:3 method="wB97M-V/def2-TZVPD" total_charge=-1 total_energy_ev=-6224.25566 homo_energy_ev=-3.641
O 0.44098 -1.07862 0.17154
H 0.03227 -1.12277 -0.71388
O 1.43454 1.23936 -0.25340
H 0.99836 0.46576 0.26633
H 2.35190 0.94593 -0.36556
O -2.12570 -0.35198 0.31931
H -1.18948 -0.66679 0.52510
H -1.94287 0.56910 0.05055

=====

96
Properties=species:S:1:pos:R:3 method="wB97M-V/def2-TZVPD" total_charge=0 total_energy_ev=-66565.39360 homo_energy_ev=-10.846
O 13.64993 9.96817 9.70818
H 13.13893 10.36452 10.45313
H 14.46230 10.44896 9.53655
O 13.79760 12.64311 15.07112
H 12.91631 12.74641 14.67519
H 14.44904 12.81163 14.42152
O 6.48481 12.64954 11.09317
H 6.73902 11.70827 11.15600
H 6.82544 12.97150 10.23715
O 10.42210 12.94906 8.52599
H 10.07254 13.63196 9.10872
H 9.69802 12.80880 7.87533
O 12.42099 6.37434 11.13708
H 13.16343 7.02843 11.38263
H 12.60664 5.56735 11.66021
O 14.22858 10.40425 16.45344
H 15.10922 10.34678 16.95201
H 14.14403 11.28643 16.10766
O 9.04800 8.54595 8.08940
H 9.03287 7.66013 7.74119
H 9.89387 8.89503 7.74907
O 12.28918 5.99155 8.45880
H 12.51286 6.71318 7.90678
H 12.26196 6.25461 9.39756
O 13.22703 13.10147 8.48771
H 12.29423 13.01636 8.28296
H 13.34020 12.94239 9.43915
O 8.41486 13.12759 12.78190
H 8.96912 12.44672 12.41324
H 7.55624 13.10517 12.28038
O 14.04362 8.75840 14.41526
H 14.24183 9.26612 15.23402
H 14.78269 8.23400 14.06244
O 11.19531 12.06840 14.32214
H 10.42118 12.59417 14.55980
H 10.99404 11.24306 14.87913
O 12.46240 13.15806 11.47370
H 11.75963 12.54145 11.58763
H 11.98923 13.97732 11.43312
O 14.90420 7.92113 11.20616
H 14.53491 8.47804 10.45795
H 15.69142 7.42084 10.86075
O 10.93424 7.88519 13.19454
H 11.42525 8.68882 12.97785
H 10.96115 7.27356 12.39684
O 9.62366 7.09231 5.59914
H 10.46782 6.72213 6.02820
H 9.91428 7.97352 5.27206
O 11.38556 10.14303 16.97134
H 12.05653 10.64729 17.44919
H 11.91113 9.60598 16.37433
O 10.33784 11.36743 11.19968
H 10.18415 11.68813 10.30712
H 10.00936 10.44117 11.18566
O 13.54108 11.00747 6.58303
H 13.25280 11.62349 5.90544
H 13.55498 11.55686 7.36382
O 5.88211 8.54736 13.08845
H 5.20736 9.00863 13.66344
H 6.60907 8.21069 13.65355
O 9.53924 8.90024 10.62623
H 9.40103 8.60496 9.68800
H 9.26888 8.07956 11.14679
O 7.69852 13.43164 8.60605
H 7.68295 12.43891 8.52952
H 7.00347 13.69490 7.96372
O 9.47934 5.53338 8.13791
H 9.57542 4.73911 7.61957
H 10.40902 5.71345 8.31022
O 10.17504 14.73549 10.92434
H 9.49262 14.26763 11.47583
H 9.81810 15.57964 10.64138
O 15.48615 12.54406 11.50610
H 14.59476 12.57297 11.85970
H 15.82118 11.62266 11.59136
O 7.30622 10.66307 8.39076
H 6.90684 10.48332 9.22050
H 7.59250 9.81558 8.00010
O 8.56846 11.84871 15.17376
H 8.07551 12.18572 15.90632
H 8.31272 12.42672 14.45005
O 8.34053 8.32973 14.46983
H 8.33424 9.24863 14.69098
H 9.25631 8.17573 14.16883
O 8.67597 6.28920 10.92732
H 8.53651 6.23762 9.96025
H 7.79870 6.30300 11.29951
O 11.85303 9.07427 7.67052
H 12.28619 9.53062 6.89484
H 12.43875 9.56026 8.33062
O 12.96632 10.42955 12.56839
H 12.30189 11.01154 12.90546
H 13.41126 9.88017 13.30455
O 6.86838 9.65989 10.92275
H 7.78763 9.48960 11.15606
H 6.41874 9.30102 11.74947

=====

Copy entry 3 word for word.
7
Properties=species:S:1:pos:R:3 method="wB97M-V/def2-TZVPD" total_charge=+1 total_energy_ev=-4167.97343 homo_energy_ev=-18.324
O 0.00706 0.86463 0.86833
H 0.56150 0.98955 1.65501
H 0.21221 1.71761 0.46010
O 0.00224 -0.88617 -0.90381
H -0.84168 -0.50986 -1.21547
H -0.30650 -1.59717 -0.29788
H 0.39324 -0.09326 -0.38905

=====

What did the second record say?
9
Properties=species:S:1:pos:R:3 method="wB97M-V/def2-TZVPD" total_charge=0 total_energy_ev=-19375.45296 homo_energy_ev=-9.644
N 0.01524 -1.08247 0.03013
O -0.00481 1.23521 0.04283
Si 1.21472 0.17012 -0.00239
Si -1.29594 0.19117 -0.01877
H 0.05408 -2.09461 0.06642
H 2.00126 0.29729 1.09340
H 1.80184 0.36720 -1.22394
H -1.96347 0.82993 -1.27981
H -1.82292 0.08616 1.29215